No. 1
{
  "formula": "C34H38BInN13O7",
  "method": "ωB97M-V/def2-TZVPD",
  "lumo_energy_ev": [-1.29, -4.04],
  "homo_energy_ev": [-8.88, -8.88],
  "spin_multiplicity": 2,
  "species": ["In", "C", "C", "C", "C", "N", "N", "B", "N", "C", "C", "C", "C", "N", "N", "C", "C", "C", "C", "N", "N", "C", "C", "C", "C", "N", "H", "H", "H", "H", "H", "H", "H", "H", "H", "H", "H", "H", "H", "H", "H", "H", "H", "H", "H", "H", "O", "C", "O", "C", "C", "C", "C", "C", "C", "O", "N", "O", "O", "N", "O", "O", "H", "H", "N", "C", "C", "C", "C", "N", "H", "H", "H", "H", "H", "H", "H", "H", "H", "H", "H", "H", "N", "C", "C", "C", "C", "C", "C", "C", "H", "H", "H", "H"],
  "positions_angstrom": [[-0.05148, -0.02516, 0.41121], [0.82016, 3.35030, 1.62252], [-0.44611, 2.76679, 2.15292], [-1.33239, 3.34318, 3.06745], [-2.32982, 2.41066, 3.24089], [-2.04564, 1.34184, 2.48264], [-0.89644, 1.56152, 1.80289], [-2.93654, 0.10631, 2.20590], [-2.17228, -1.21823, 2.46117], [-2.58222, -2.28120, 3.17036], [-1.60521, -3.24840, 3.10999], [-0.58568, -2.69437, 2.32603], [0.76542, -3.25430, 2.04277], [-0.96004, -1.48301, 1.91623], [-3.31714, 0.16575, 0.68282], [-4.46936, 0.43958, 0.05439], [-4.26334, 0.42314, -1.30517], [-2.90848, 0.13100, -1.45127], [-2.16790, -0.06108, -2.73626], [-2.34061, -0.00301, -0.24931], [-4.09730, 0.13677, 3.20034], [-5.45050, 0.21284, 3.14512], [-5.93196, 0.24433, 4.42760], [-4.78266, 0.18376, 5.24174], [-4.70016, 0.18972, 6.73451], [-3.69270, 0.11870, 4.50119], [1.01887, 4.30050, 2.11391], [0.74284, 3.52682, 0.55069], [1.66683, 2.68445, 1.79351], [-1.24886, 4.30794, 3.53574], [-3.20508, 2.43596, 3.86450], [-3.52419, -2.27516, 3.68826], [-1.60505, -4.21065, 3.59091], [0.72135, -4.34192, 1.99251], [1.45721, -2.98634, 2.84360], [1.18937, -2.87160, 1.11766], [-5.37179, 0.64617, 0.59089], [-4.98777, 0.59543, -2.08127], [-2.46448, 0.70146, -3.45774], [-2.40628, -1.03154, -3.17582], [-1.09061, -0.02113, -2.59826], [-6.00480, 0.21552, 2.22842], [-6.96126, 0.29667, 4.73693], [-5.69655, 0.17970, 7.17246], [-4.17717, 1.07785, 7.08933], [-4.15308, -0.68059, 7.09547], [2.78288, 0.65190, -3.51272], [1.76286, 0.72112, -2.84395], [1.28791, -0.09666, -2.00928], [0.88312, 1.94914, -3.10562], [1.01960, 2.64702, -4.28528], [0.13920, 3.67468, -4.56067], [-0.90945, 4.04727, -3.69438], [-1.04018, 3.40887, -2.50829], [-0.10924, 2.35047, -2.11150], [-0.11077, 1.84617, -0.98474], [-2.15974, 3.81464, -1.63212], [-2.94844, 4.61535, -2.09215], [-2.22988, 3.31022, -0.53580], [0.26672, 4.41040, -5.83397], [-0.54882, 5.28327, -6.04735], [1.16901, 4.08634, -6.57116], [1.79749, 2.36538, -4.98137], [-1.59751, 4.83328, -3.96818], [-0.50324, -2.22059, -1.05543], [-0.55286, -3.69532, -1.20996], [0.48626, -4.31102, -2.15154], [1.87559, -4.66438, -1.59601], [3.00810, -3.67622, -1.84991], [2.99012, -2.55595, -0.92159], [-1.46209, -1.90329, -0.98240], [-0.10468, -1.80005, -1.88838], [-1.53785, -3.95854, -1.60800], [-0.48034, -4.16184, -0.22555], [0.58879, -3.67787, -3.04053], [0.03577, -5.24393, -2.49793], [2.17509, -5.61135, -2.05184], [1.80726, -4.83911, -0.51900], [2.97563, -3.35207, -2.90023], [3.95020, -4.21087, -1.71376], [3.89763, -2.11063, -0.88595], [2.33931, -1.84652, -1.24501], [6.55293, 0.44986, 4.01488], [5.56119, 0.36770, 3.44046], [4.31949, 0.26443, 2.72129], [3.13544, 0.02195, 3.41318], [1.94318, -0.07897, 2.71390], [1.91288, 0.04990, 1.32618], [3.10475, 0.29885, 0.64945], [4.30433, 0.40811, 1.33653], [3.15765, -0.08369, 4.49000], [1.02671, -0.25065, 3.26846], [3.10328, 0.40111, -0.42806], [5.22878, 0.60455, 0.80913]],
  "lowdin_spin": [0.00, 0.00, 0.00, 0.00, 0.00, 0.00, 0.00, 0.00, 0.00, 0.00, 0.00, 0.00, 0.00, 0.00, 0.00, 0.00, 0.00, 0.00, 0.00, 0.01, 0.00, 0.00, 0.00, 0.00, 0.00, 0.00, 0.00, 0.00, 0.00, 0.00, 0.00, 0.00, 0.00, 0.00, 0.00, 0.00, 0.00, 0.00, 0.00, 0.00, 0.00, 0.00, 0.00, 0.00, 0.00, 0.00, 0.04, 0.02, 0.00, 0.22, -0.02, 0.20, 0.01, 0.10, 0.07, 0.26, 0.01, 0.01, 0.01, 0.02, 0.04, 0.02, 0.00, 0.00, 0.00, 0.00, 0.00, 0.00, 0.00, 0.00, 0.00, 0.00, 0.00, 0.00, 0.00, 0.00, 0.00, 0.00, 0.00, 0.00, 0.00, 0.00, 0.00, 0.00, 0.00, 0.00, 0.00, 0.00, 0.00, 0.00, 0.00, 0.00, 0.00, 0.00]
}



No. 2
{
  "formula": "C13H30MnN9OS",
  "method": "ωB97M-V/def2-TZVPD",
  "lumo_energy_ev": [-2.24, -2.22],
  "homo_energy_ev": [-11.00, -10.91],
  "spin_multiplicity": 2,
  "total_charge": 1,
  "species": ["Mn", "N", "C", "C", "N", "C", "C", "N", "C", "C", "N", "H", "H", "H", "H", "H", "H", "H", "H", "H", "H", "H", "H", "H", "H", "H", "H", "H", "H", "C", "N", "C", "N", "S", "H", "H", "H", "H", "H", "H", "N", "C", "N", "C", "N", "C", "C", "C", "O", "H", "H", "H", "H", "H", "H"],
  "positions_angstrom": [[0.56534, 0.56767, 0.14429], [1.47872, 2.81847, 0.53829], [2.07391, 3.07569, 1.85827], [1.27837, 2.35567, 2.94034], [1.13233, 0.93346, 2.61733], [2.35544, 0.20554, 2.96881], [2.55738, -1.02699, 2.10824], [2.55486, -0.63602, 0.69279], [-0.02206, 0.34500, 3.29996], [-1.35722, 0.94726, 2.84136], [-1.30532, 1.40296, 1.44023], [2.17655, 2.91289, -0.18928], [0.76129, 3.50260, 0.32687], [2.11587, 4.13993, 2.09985], [3.09939, 2.70761, 1.84164], [0.28685, 2.80689, 3.00068], [1.75823, 2.50169, 3.91586], [2.36406, -0.07917, 4.02791], [3.20573, 0.86946, 2.80367], [1.75214, -1.74612, 2.25810], [3.49346, -1.50452, 2.40854], [2.65339, -1.46225, 0.11515], [3.35111, -0.03759, 0.49525], [0.06124, 0.46301, 4.38877], [-0.02501, -0.72243, 3.07269], [-1.66639, 1.75372, 3.50839], [-2.10825, 0.16325, 2.92564], [-1.14229, 2.40080, 1.40153], [-2.19401, 1.23927, 0.98971], [-0.00958, -2.75810, -3.60668], [0.16182, -2.24202, -2.25619], [-0.29201, -2.84174, -1.16229], [-0.90199, -4.03017, -1.30123], [-0.14303, -2.16540, 0.38585], [0.48909, -2.09700, -4.30675], [-1.06433, -2.80270, -3.88621], [0.42973, -3.75316, -3.70642], [0.54711, -1.31847, -2.13193], [-0.82736, -4.55001, -2.16102], [-1.13287, -4.53587, -0.46428], [-0.90392, 0.16839, -5.46820], [-0.07299, 0.63812, -4.81030], [0.86693, 1.15896, -4.06892], [1.07703, 1.06450, -2.83716], [1.36433, 1.00101, -1.69572], [-3.43621, -0.79123, -0.64979], [-2.50324, -0.02201, -1.54388], [-3.00243, 0.30154, -2.91888], [-1.41489, 0.37616, -1.15798], [-4.28136, -0.14467, -0.39485], [-2.92802, -1.11523, 0.25462], [-3.84473, -1.65563, -1.17256], [-3.63104, -0.49356, -3.31608], [-2.18462, 0.50522, -3.60753], [-3.61654, 1.20536, -2.85649]],
  "lowdin_spin": [0.97, -0.01, 0.00, 0.00, 0.02, 0.00, 0.00, -0.01, 0.00, 0.00, 0.02, 0.00, 0.00, 0.00, 0.00, 0.00, 0.00, 0.00, 0.00, 0.00, 0.00, 0.00, 0.00, 0.00, 0.00, 0.00, 0.00, 0.00, 0.00, 0.00, 0.00, 0.00, 0.00, 0.00, 0.00, 0.00, 0.00, 0.00, 0.00, 0.00, 0.00, 0.00, 0.00, 0.00, 0.00, 0.00, 0.00, 0.00, 0.01, 0.00, 0.00, 0.00, 0.00, 0.00, 0.00]
}



No. 3
{
  "formula": "C8H12O2",
  "method": "ωB97M-V/def2-TZVPD",
  "lumo_energy_ev": 0.37,
  "smiles": "C=CC(=O)C(C)(C)C(C)=O",
  "homo_energy_ev": -8.98,
  "species": ["C", "C", "C", "O", "C", "C", "C", "C", "C", "O", "H", "H", "H", "H", "H", "H", "H", "H", "H", "H", "H", "H"],
  "positions_angstrom": [[-2.71053, 0.67955, 0.24046], [-1.75614, 0.71685, 1.21218], [-0.26722, 0.57135, 1.09770], [0.46344, 1.34864, 1.71159], [0.26532, -0.51671, 0.21008], [-0.70723, -1.67995, -0.14096], [1.63877, -1.10070, 0.42161], [0.41233, 0.70332, -1.22375], [1.72164, 1.46954, -1.08921], [-0.39614, 0.65339, -2.07346], [-2.49583, 0.62346, -0.84426], [-3.79514, 0.75780, 0.43317], [-2.02465, 0.67257, 2.18594], [-0.14153, -2.26968, -0.90666], [-1.63687, -1.36809, -0.58709], [-0.70649, -2.24989, 0.77845], [1.95708, -1.48075, -0.56201], [1.60130, -2.06039, 1.06247], [2.31088, -0.37172, 0.98729], [2.61582, 1.02085, -1.65627], [1.86750, 1.38654, 0.00802], [1.78370, 2.49402, -1.26529]],
  "lowdin_charge": [0.04, -0.06, -0.39, 0.06, -0.36, -0.04, -0.07, -0.28, -0.01, 0.12, 0.06, 0.07, 0.07, 0.10, 0.05, 0.09, 0.09, 0.11, 0.10, 0.13, 0.06, 0.06]
}



No. 4
{
  "formula": "C6H11N4O2",
  "method": "ωB97M-V/def2-TZVPD",
  "lumo_energy_ev": -4.16,
  "smiles": "CCNn1c[nH+]c(CON=O)c1",
  "homo_energy_ev": -13.12,
  "total_charge": 1,
  "species": ["C", "C", "N", "N", "C", "N", "C", "C", "O", "N", "O", "C", "H", "H", "H", "H", "H", "H", "H", "H", "H", "H", "H"],
  "positions_angstrom": [[2.64577, -2.39224, 0.13433], [2.31211, -1.19076, -0.97180], [2.31993, 0.11467, -0.20764], [1.07596, 0.72434, -0.16361], [0.59684, 2.09827, -0.58588], [-0.88766, 2.31011, -0.30371], [-1.29099, 1.00838, 0.35321], [-2.70713, 0.47138, 0.98127], [-3.85853, 1.36523, 0.78132], [-4.64581, 0.78504, -0.15033], [-5.47700, 0.04373, 0.35107], [-0.05843, -0.06864, 0.44693], [1.64407, -2.73036, 0.68152], [3.36921, -1.90977, 0.94281], [3.16258, -3.33858, -0.37179], [1.32935, -1.41451, -1.56662], [3.19486, -1.19040, -1.77226], [3.08172, 0.76148, -0.50792], [1.25243, 2.93834, -1.08698], [-1.50737, 3.13704, -0.45397], [-2.93264, -0.57666, 0.46154], [-2.49456, 0.20427, 2.12000], [-0.12474, -1.15034, 0.88853]],
  "lowdin_charge": [-0.11, -0.22, -0.04, -0.12, 0.07, 0.11, -0.04, -0.12, -0.14, -0.05, 0.09, 0.09, 0.07, 0.09, 0.10, 0.13, 0.14, 0.16, 0.16, 0.17, 0.15, 0.16, 0.15]
}



Short version: energy relative to the best compared isomer or geometry (same formula, charge and spin) = 88.5; 219.5; 245.0; 1012.0 kJ/mol, in the order given.
Short version: total energy = -75425.6851; -71576.0454; -12582.8985; -16438.6888 eV, in the order given.